# 1
{"formula": "C6H6FN", "method": "ωB97M-V/def2-TZVPD", "species": ["C", "C", "C", "H", "C", "H", "F", "C", "H", "H", "C", "H", "N", "H"], "coordinates": [[-1.790, -0.665, -0.952], [0.607, -0.662, 1.412], [1.141, 0.185, 0.336], [0.819, 1.353, 2.278], [0.617, 0.222, -1.042], [-2.678, -0.492, -1.585], [1.300, -1.435, 2.243], [-0.587, -0.053, -1.549], [-0.678, 1.092, 1.289], [1.351, 0.593, -1.747], [0.320, 0.756, 1.524], [-0.715, 0.121, -2.610], [-1.918, -1.394, 0.031], [2.211, 0.380, 0.372]], "forces_ev_per_angstrom": [[-0.076, 0.630, -1.028], [-0.725, -0.076, -0.465], [0.372, -0.318, 0.046], [0.203, -0.004, -0.070], [-0.165, 0.107, -0.118], [-0.159, -0.100, 0.219], [0.124, 0.260, -0.028], [0.547, -0.092, -0.083], [-0.184, -0.003, -0.083], [-0.064, 0.047, -0.113], [-0.039, -0.112, 0.458], [0.026, 0.070, -0.028], [0.243, -0.436, 1.119], [-0.102, 0.028, 0.172]], "mulliken_charge": [-0.040, 0.311, -0.189, 0.278, -0.235, 0.334, -0.245, -0.314, 0.230, 0.294, -0.666, 0.284, -0.451, 0.408], "e_above_lowest_kj_mol": 560.0, "energy_ev": -10521.1135, "homo_lumo_gap_ev": [9.42, 8.37], "lumo_ev": [-0.11, -0.14]}

---

# 2
{"formula": "CH5NOS2", "method": "ωB97M-V/def2-TZVPD", "species": ["H", "H", "H", "S", "O", "N", "S", "H", "H", "C"], "coordinates": [[-1.646, -1.253, 2.033], [0.497, -1.563, 2.827], [-1.230, -2.099, 0.522], [0.501, 1.918, -0.407], [1.202, -2.029, 0.978], [-0.993, -1.701, 1.414], [-0.622, 0.549, -1.538], [-1.409, 1.471, -2.096], [0.941, 0.941, 0.395], [0.321, -1.762, 1.760]], "forces_ev_per_angstrom": [[-0.232, -0.286, -0.206], [0.116, 0.204, 0.044], [-0.368, 0.396, -0.112], [-0.073, -0.136, -0.111], [0.242, -0.176, 0.048], [0.667, -0.160, 0.413], [0.152, -0.091, -0.065], [-0.094, 0.142, 0.065], [0.027, 0.007, 0.101], [-0.439, 0.100, -0.177]], "mulliken_charge": [0.210, 0.323, 0.227, -0.151, -0.529, -0.295, -0.167, 0.154, 0.152, 0.075], "e_above_lowest_kj_mol": 37.1, "energy_ev": -26326.0158, "homo_lumo_gap_ev": 8.78, "lumo_ev": 0.23}